No. 1
Formula: C13H27BrF2N5O4S2
Source: the OMol25 dataset
Level of theory: the ωB97M-V functional and the def2-TZVPD basis

```
54
Properties=species:S:1:pos:R:3:lowdin_charge:R:1
C 2.44 -1.36 5.01 -0.150
C 1.41 -0.37 4.19 -0.274
C 1.62 -0.64 2.57 -0.620
Br 3.28 0.35 2.03 0.676
C 0.31 -0.32 1.65 -0.196
C -0.17 1.24 1.41 -0.084
N -0.14 1.66 -0.07 -0.126
S -0.53 3.31 -0.49 0.952
O -1.77 3.71 0.40 -0.299
O -1.05 3.47 -1.97 -0.283
F 0.71 4.46 -0.17 -0.189
C 0.22 0.61 -0.91 0.057
C 0.38 0.60 -2.54 -0.005
C 1.89 1.17 -2.89 -0.584
N 1.75 1.98 -4.18 0.046
N 2.43 2.10 -1.81 0.060
N 2.92 0.09 -3.14 0.052
C 0.42 -0.73 0.07 -0.305
N -0.92 -1.45 -0.19 0.071
C 1.51 -1.87 -0.37 -0.047
C 1.22 -3.38 0.22 -0.157
O 1.73 -4.43 -0.48 0.023
F 0.51 -3.71 1.47 -0.012
H 3.40 -1.66 4.37 0.080
H 1.93 -2.38 5.31 0.094
H 2.85 -0.87 6.00 0.090
H 0.32 -0.64 4.55 0.128
H 1.70 0.74 4.50 0.116
H 1.89 -1.80 2.48 0.112
H -0.59 -0.75 2.31 0.169
H -1.07 1.66 2.03 0.159
H 0.74 1.86 1.88 0.134
H 0.35 -0.54 -2.87 0.138
H -0.45 1.20 -3.12 0.141
H 1.40 1.28 -4.90 0.099
H 2.74 2.18 -4.48 0.099
H 3.46 1.93 -1.74 0.094
H 2.31 3.07 -2.19 0.097
H 2.59 -0.58 -3.88 0.100
H 3.22 -0.40 -2.27 0.076
H -0.86 -2.02 -1.06 0.101
H -1.22 -2.01 0.64 0.103
H 1.51 -1.98 -1.56 0.136
H 2.63 -1.61 -0.07 0.115
C -6.03 -1.06 -0.70 -0.261
S -4.55 -0.48 -1.55 0.821
O -3.55 -1.60 -1.55 -0.583
C -4.05 0.70 -0.27 -0.272
H -6.49 -1.85 -1.31 0.056
H -5.76 -1.48 0.27 0.059
H -6.74 -0.24 -0.58 0.057
H -3.90 0.18 0.67 0.055
H -4.82 1.47 -0.17 0.062
H -3.11 1.17 -0.58 0.018
```

Computed properties:
Net charge: +1
LUMO level: -0.218 Eh
Spin multiplicity: 1

***

No. 2
Formula: C3H5NO
Source: the OMol25 dataset
Level of theory: the ωB97M-V functional and the def2-TZVPD basis

```
10
Properties=species:S:1:pos:R:3:lowdin_charge:R:1
C -0.64 -0.76 -0.07 -0.171
C -0.47 0.68 -0.02 -0.291
N 0.85 1.08 -0.15 0.063
C 1.46 -0.04 -0.23 -0.235
O 0.75 -1.17 -0.16 -0.028
H -1.08 -1.23 0.81 0.123
H -1.15 -1.14 -0.95 0.124
H -1.27 1.49 -0.15 0.101
H -0.97 1.25 1.26 0.179
H 2.52 -0.16 -0.35 0.135
```

Computed properties:
Energy relative to the best compared isomer or geometry (same formula, charge and spin): 288.4 kJ/mol
LUMO level: 0.030 Eh
Spin multiplicity: 1

***

No. 3
Formula: C6H12NO3
Source: the OMol25 dataset
Level of theory: the ωB97M-V functional and the def2-TZVPD basis

```
22
Properties=species:S:1:pos:R:3:lowdin_charge:R:1
C -0.56 -2.40 -0.14 -0.169
C -2.07 -2.13 0.04 -0.094
C -0.22 -2.16 -1.60 -0.589
O -0.74 -2.81 -2.50 -0.013
N 0.70 -1.19 -1.78 0.161
H 0.10 -1.85 0.49 0.082
H -0.44 -3.48 0.00 0.111
H -2.33 -1.08 0.03 0.070
H -2.36 -2.62 0.98 0.062
H 0.84 -0.73 -2.66 0.098
H 0.90 -0.51 -1.02 0.055
H -2.59 -2.54 -0.82 0.063
C 1.36 2.74 0.86 -0.182
C -0.14 3.00 1.05 -0.131
C 1.73 1.22 0.80 -0.697
O 0.84 0.41 0.41 -0.114
O 2.90 0.94 1.14 -0.058
H 1.77 3.20 -0.03 0.096
H 1.90 2.99 1.77 0.085
H -0.64 2.18 0.53 0.051
H -0.45 3.82 0.39 0.053
H -0.51 3.00 2.07 0.062
```

Computed properties:
Energy relative to the best compared isomer or geometry (same formula, charge and spin): 24.4 kJ/mol
Net charge: -1
LUMO level: 0.140 Eh
Spin multiplicity: 1

***

No. 4
Formula: C13H20BiF5N3O5STe
Source: the OMol25 dataset
Level of theory: the ωB97M-V functional and the def2-TZVPD basis

```
49
Properties=species:S:1:pos:R:3:lowdin_charge:R:1
Bi 0.64 1.91 -1.40 1.867
C 1.58 -2.10 6.09 -0.040
C 1.28 -1.16 4.95 -0.256
C 1.92 -1.30 3.72 -0.029
C 1.66 -0.43 2.68 -0.056
C 0.76 0.60 2.88 -0.288
C 0.11 0.77 4.10 -0.036
C 0.38 -0.12 5.12 -0.019
S 0.36 1.72 1.59 0.569
O 0.10 3.00 2.17 -0.255
O -0.68 1.12 0.74 -0.445
N 1.60 1.75 0.54 -0.391
C 2.71 2.68 0.74 -0.158
C 3.16 3.29 -0.58 -0.588
O 4.20 3.86 -0.69 0.132
O 2.30 3.15 -1.61 -0.291
H 2.14 -2.97 5.76 0.078
H 0.66 -2.43 6.57 0.086
H 2.18 -1.59 6.85 0.092
H 2.64 -2.10 3.58 0.116
H 2.17 -0.53 1.73 0.108
H -0.57 1.59 4.24 0.123
H -0.12 0.00 6.07 0.124
H 3.57 2.17 1.17 0.132
H 2.42 3.50 1.40 0.134
N -1.67 -3.49 -3.67 0.055
C -0.68 -3.06 -4.72 -0.094
C 0.28 -2.04 -4.10 -0.192
N -0.39 -0.91 -3.48 -0.069
C -1.39 -1.33 -2.51 -0.202
C -2.41 -2.32 -3.07 -0.085
H -1.18 -3.99 -2.93 0.184
H -2.34 -4.15 -4.07 0.184
H -1.26 -2.62 -5.53 0.140
H -0.17 -3.95 -5.08 0.138
H 0.95 -1.69 -4.88 0.135
H 0.90 -2.54 -3.35 0.130
H -0.78 -0.28 -4.17 0.125
H -1.93 -0.47 -2.13 0.096
H -0.88 -1.79 -1.65 0.136
H -3.00 -1.88 -3.88 0.142
H -3.08 -2.70 -2.30 0.141
F -2.60 3.18 0.90 -0.322
Te -2.53 3.28 -0.94 1.807
F -2.21 1.48 -1.50 -0.456
F -2.93 5.07 -0.73 -0.319
F -2.88 3.58 -2.74 -0.352
F -4.28 2.69 -0.83 -0.331
O -0.72 3.54 -1.07 -0.702
```

Computed properties:
Energy relative to the best compared isomer or geometry (same formula, charge and spin): 65.8 kJ/mol
Net charge: +1
LUMO level: -0.128 Eh
Spin multiplicity: 1

***

No. 5
Formula: C7H6O2S
Source: the OMol25 dataset
Level of theory: the ωB97M-V functional and the def2-TZVPD basis

```
16
Properties=species:S:1:pos:R:3:lowdin_charge:R:1
C -1.74 -1.04 -0.26 -0.080
C -1.98 -2.34 -0.65 -0.387
C 0.40 -1.81 -0.68 -0.364
C -0.30 -0.73 -0.13 -0.297
C 0.20 1.47 1.16 -0.011
C 1.08 2.66 1.15 -0.257
C 0.25 0.48 0.31 0.096
O 0.83 3.58 1.86 0.051
O 2.07 0.82 -0.84 -0.168
S -0.54 -3.20 -0.97 1.032
H -2.33 -0.24 -0.02 0.081
H -2.86 -2.77 -0.85 0.020
H 1.54 -1.74 -0.77 0.115
H -0.48 1.43 1.91 0.094
H 2.02 2.81 0.46 0.152
H 1.84 0.62 -1.69 -0.077
```

Computed properties:
Energy relative to the best compared isomer or geometry (same formula, charge and spin): 416.0 kJ/mol
LUMO level: -0.036 Eh
Spin multiplicity: 1

***

No. 6
Formula: C58H48N9PPt
Source: the OMol25 dataset
Level of theory: the ωB97M-V functional and the def2-TZVPD basis

```
117
Properties=species:S:1:pos:R:3:mulliken_spin:R:1
Pt -0.39 -0.36 -0.47 1.034
C 4.85 1.33 0.93 0.002
N 3.83 0.60 0.22 0.002
C 2.49 0.67 0.46 -0.027
N 1.84 -0.14 -0.36 0.191
C 2.76 -0.74 -1.15 0.004
C 4.02 -0.29 -0.80 0.003
C 5.29 -0.62 -1.43 0.000
C 6.43 -0.94 -0.69 0.001
C 7.59 -1.31 -1.34 0.000
C 7.64 -1.36 -2.72 0.001
C 6.51 -1.02 -3.46 0.000
C 5.35 -0.66 -2.82 0.001
C 2.30 -1.70 -2.15 0.052
C 2.96 -2.90 -2.40 -0.006
C 2.44 -3.80 -3.32 0.007
C 1.26 -3.51 -3.99 -0.003
C 0.60 -2.31 -3.75 0.040
C 1.11 -1.41 -2.84 0.022
P 1.69 1.84 1.62 0.004
C 0.56 2.53 0.34 -0.019
N -0.06 1.87 -0.63 0.160
C -0.61 2.79 -1.47 0.019
C -0.32 4.06 -0.97 0.008
N 0.42 3.87 0.16 -0.002
C 0.90 4.90 1.04 0.001
C -0.73 5.37 -1.45 0.000
C -2.09 5.61 -1.66 0.001
C -2.51 6.81 -2.20 0.000
C -1.58 7.79 -2.51 0.000
C -0.23 7.58 -2.27 0.000
C 0.20 6.37 -1.74 0.000
C -1.33 2.40 -2.68 0.009
C -1.66 3.33 -3.68 -0.001
C -2.41 2.94 -4.77 -0.002
C -2.84 1.63 -4.92 0.002
C -2.45 0.69 -3.98 0.013
C -1.69 1.07 -2.89 0.002
C 0.54 0.65 2.41 -0.025
N -0.22 -0.25 1.79 0.209
C -0.86 -0.96 2.74 -0.039
C -0.49 -0.48 3.98 0.006
N 0.40 0.53 3.75 -0.001
C 1.05 1.34 4.75 0.002
C -0.97 -0.97 5.26 -0.001
C -2.34 -1.20 5.42 0.001
C -2.81 -1.74 6.60 0.000
C -1.94 -2.06 7.63 0.001
C -0.58 -1.85 7.47 0.000
C -0.09 -1.32 6.29 0.001
C -1.73 -2.13 2.54 0.023
C -3.06 -2.00 2.19 -0.009
C -3.87 -3.12 2.11 -0.002
C -3.37 -4.37 2.40 0.000
C -2.04 -4.51 2.77 0.000
C -1.23 -3.39 2.84 0.007
H 4.41 2.22 1.38 0.000
H 5.64 1.62 0.25 0.000
H 5.28 0.71 1.72 0.000
H 6.39 -0.93 0.39 0.000
H 8.46 -1.56 -0.76 0.000
H 8.54 -1.67 -3.22 0.000
H 6.55 -1.06 -4.54 0.000
H 4.47 -0.39 -3.40 0.000
H 3.87 -3.13 -1.87 0.000
H 2.96 -4.72 -3.52 0.000
H 0.86 -4.21 -4.70 0.000
H -0.30 -2.07 -4.30 0.002
H 0.68 -0.42 -2.75 -0.032
H 0.35 5.82 0.85 0.000
H 1.96 5.08 0.89 0.000
H 0.74 4.60 2.08 0.000
H -2.80 4.83 -1.43 0.000
H -3.55 6.97 -2.39 0.000
H -1.91 8.72 -2.95 0.000
H 0.49 8.34 -2.49 0.000
H 1.25 6.19 -1.60 0.000
H -1.33 4.35 -3.61 0.001
H -2.67 3.67 -5.52 0.000
H -3.44 1.34 -5.77 0.000
H -2.74 -0.34 -4.09 0.001
H -1.35 0.31 -2.18 0.036
H 0.56 1.20 5.71 0.000
H 1.00 2.39 4.47 0.000
H 2.11 1.06 4.85 0.000
H -3.03 -0.96 4.63 0.000
H -3.87 -1.93 6.72 0.000
H -2.31 -2.48 8.55 0.000
H 0.11 -2.12 8.25 0.000
H 0.97 -1.20 6.14 0.000
H -3.49 -1.02 2.04 0.003
H -4.92 -3.01 1.86 0.000
H -4.02 -5.23 2.37 0.000
H -1.65 -5.48 3.04 0.000
H -0.20 -3.50 3.18 -0.001
N -2.86 -2.59 -1.31 0.006
C -3.36 -1.34 -1.00 0.015
C -4.66 -1.03 -1.42 -0.003
C -5.21 0.18 -1.07 0.003
C -4.46 1.06 -0.28 -0.004
C -3.19 0.69 0.07 0.013
N -2.63 -0.47 -0.31 0.116
C -1.69 -3.21 -0.94 0.013
C -1.56 -4.58 -1.22 0.001
C -0.45 -5.26 -0.78 0.000
C 0.52 -4.56 -0.05 -0.001
C 0.34 -3.22 0.15 0.029
N -0.73 -2.55 -0.30 0.094
H -3.51 -3.20 -1.78 -0.002
H -5.22 -1.75 -2.00 0.000
H -6.21 0.43 -1.37 0.000
H -4.88 2.00 0.05 0.002
H -2.56 1.33 0.68 0.008
H -2.34 -5.10 -1.75 0.001
H -0.34 -6.31 -0.97 0.000
H 1.38 -5.07 0.35 0.002
H 1.05 -2.63 0.72 0.008
```

Computed properties:
⟨S²⟩: 2.01
Net charge: +2
LUMO level (spin up / spin down): -0.155 / -0.195 Eh
Spin multiplicity: 3

***

No. 7
Formula: C14H10ClN3O3
Source: the OMol25 dataset
Level of theory: the ωB97M-V functional and the def2-TZVPD basis

```
31
Properties=species:S:1:pos:R:3:lowdin_charge:R:1
O -4.75 -1.32 -0.97 0.083
C -3.63 -1.02 -0.60 -0.522
N -3.46 -0.85 0.69 0.211
C -2.15 -0.47 1.00 -0.332
O -1.72 -0.46 2.14 0.125
C -1.29 -0.62 -0.22 -0.311
C -0.55 -1.98 -0.44 -0.085
C 0.62 -2.04 0.48 -0.126
N 1.42 -0.77 0.53 0.057
C 2.71 -0.78 1.14 -0.350
O 3.37 -1.84 1.35 0.014
C 3.62 0.36 1.21 0.018
C 3.27 1.44 0.45 0.033
C 1.89 1.52 -0.13 -0.125
C 1.38 2.65 -0.71 -0.088
C 0.08 2.83 -1.03 -0.582
Cl -0.52 4.42 -1.63 0.611
C -0.84 1.76 -0.87 -0.023
C -0.39 0.57 -0.34 -0.074
C 0.98 0.46 -0.02 -0.068
N -2.38 -0.77 -1.22 0.143
H -4.12 -1.32 1.29 0.178
H -1.14 -2.92 -0.34 0.148
H -0.14 -1.89 -1.51 0.160
H 1.37 -2.78 -0.01 0.157
H 0.22 -2.34 1.53 0.161
H 4.57 0.32 1.70 0.114
H 3.90 2.30 0.24 0.110
H 2.02 3.53 -0.76 0.120
H -1.88 2.00 -1.11 0.120
H -2.48 0.00 -1.84 0.124
```

Computed properties:
Energy relative to the best compared isomer or geometry (same formula, charge and spin): 151.5 kJ/mol
Structure (SMILES): O=C1NC(=O)[C@@]2(CCn3c(=O)ccc4cc(Cl)cc2c43)N1
LUMO level: -0.009 Eh
Spin multiplicity: 1

***

No. 8
Formula: C5H10O2
Source: the OMol25 dataset
Level of theory: the ωB97M-V functional and the def2-TZVPD basis

```
17
Properties=species:S:1:pos:R:3:lowdin_charge:R:1
C -1.53 -0.35 1.03 0.016
C -0.51 -0.84 0.33 -0.446
O -0.77 -1.58 -0.79 0.034
C 0.94 -0.64 0.69 -0.181
C 1.91 -0.19 -0.42 -0.090
H -1.34 0.28 1.90 0.074
H -2.56 -0.56 0.77 0.078
H 0.06 -1.83 -1.20 0.092
H 0.99 0.07 1.52 0.115
H 1.30 -1.60 1.09 0.119
H 1.98 0.90 -0.46 0.065
H 1.61 -0.53 -1.41 0.069
H 2.91 -0.59 -0.23 0.074
C -1.25 1.86 -0.70 -0.168
O -0.18 2.38 -0.52 -0.021
H -1.40 1.05 -1.44 0.086
H -2.16 2.17 -0.15 0.086
```

Computed properties:
Energy relative to the best compared isomer or geometry (same formula, charge and spin): 235.5 kJ/mol
Structure (SMILES): C=C(O)CC.C=O
LUMO level: 0.029 Eh
Spin multiplicity: 1

***

No. 9
Formula: C10H13N3O2
Source: the OMol25 dataset
Level of theory: the ωB97M-V functional and the def2-TZVPD basis

```
28
Properties=species:S:1:pos:R:3:lowdin_charge:R:1
C 4.69 0.71 -0.06 -0.100
O 4.05 0.32 1.13 -0.093
C 2.73 -0.02 1.08 -0.281
C 2.17 -0.41 2.30 -0.018
C 0.85 -0.79 2.42 -0.011
C 0.06 -0.77 1.28 -0.244
N -1.27 -1.08 1.09 0.161
C -1.49 -0.89 -0.17 -0.418
N -2.69 -1.16 -0.79 0.041
C -3.23 -0.23 -1.76 -0.179
C -3.44 1.18 -1.18 -0.260
O -4.25 1.17 -0.03 -0.057
N -0.39 -0.45 -0.87 0.176
C 0.63 -0.38 0.05 -0.192
C 1.96 0.00 -0.08 0.035
H 4.67 -0.09 -0.81 0.094
H 5.72 0.92 0.22 0.092
H 4.24 1.61 -0.48 0.094
H 2.82 -0.41 3.16 0.114
H 0.43 -1.09 3.37 0.111
H -3.37 -1.47 -0.10 0.131
H -4.19 -0.64 -2.09 0.122
H -2.56 -0.18 -2.62 0.109
H -2.46 1.63 -0.95 0.114
H -3.95 1.81 -1.91 0.118
H -3.79 0.71 0.68 0.083
H -0.32 -0.29 -1.86 0.155
H 2.36 0.30 -1.04 0.104
```

Computed properties:
Energy relative to the best compared isomer or geometry (same formula, charge and spin): 0.0 kJ/mol
Structure (SMILES): COc1ccc2nc(NCCO)[nH]c2c1
LUMO level: 0.022 Eh
Spin multiplicity: 1

***

No. 10
Formula: C28H44BrMnN3P2S
Source: the OMol25 dataset
Level of theory: the ωB97M-V functional and the def2-TZVPD basis

```
80
Properties=species:S:1:pos:R:3:mulliken_spin:R:1
C -0.94 -5.94 -1.48 -0.017
C -0.51 -4.62 -1.73 -0.003
C -0.77 -4.09 -3.02 -0.017
C -1.65 -4.77 -3.87 0.006
N -2.17 -5.97 -3.56 -0.017
C -1.82 -6.55 -2.40 0.008
C 0.26 -3.80 -0.85 -0.058
C 1.10 -3.02 -0.40 -0.006
C 2.21 -2.19 -0.03 -0.047
C 2.54 -2.05 1.33 0.103
C 3.54 -1.15 1.69 -0.257
C 3.92 -0.14 0.79 -0.104
C 3.67 -0.30 -0.56 0.016
C 3.00 -1.46 -0.97 0.014
Mn 3.67 1.45 1.98 4.550
P -1.07 0.22 0.54 0.306
H -0.32 -3.14 -3.33 0.000
H -0.65 -6.50 -0.59 0.000
H -1.97 -4.31 -4.82 0.000
H -2.28 -7.52 -2.19 0.000
H 2.99 -1.80 -2.02 0.002
H 2.10 -2.70 2.08 -0.002
H 3.96 0.42 -1.35 0.001
H 3.97 -1.21 2.67 0.081
C -2.37 1.24 1.39 0.037
C -3.84 0.95 1.09 0.007
H -2.14 2.28 1.09 0.005
H -2.19 1.16 2.48 -0.001
H -4.46 1.69 1.61 0.003
H -4.08 1.02 0.02 -0.001
H -4.16 -0.04 1.45 0.000
C -1.73 -0.20 -1.13 0.054
C -2.66 -1.41 -1.28 0.008
H -0.81 -0.38 -1.73 0.006
H -2.20 0.70 -1.55 -0.012
H -2.90 -1.53 -2.35 0.002
H -2.18 -2.34 -0.97 0.001
H -3.61 -1.31 -0.74 -0.003
C -1.06 -1.41 1.46 0.136
C -2.39 -1.96 1.99 0.036
H -0.37 -1.24 2.31 -0.037
H -0.55 -2.15 0.81 -0.029
H -2.17 -2.88 2.56 0.003
H -2.90 -1.26 2.68 0.000
H -3.09 -2.23 1.19 -0.002
Br 3.75 3.84 2.15 -0.041
P 0.10 3.03 -1.15 0.315
C -1.54 3.34 -1.93 0.039
C -1.83 4.75 -2.43 0.013
H -2.24 3.06 -1.12 0.006
H -1.69 2.59 -2.72 -0.003
H -2.85 4.78 -2.83 0.003
H -1.77 5.48 -1.62 0.001
H -1.15 5.05 -3.23 -0.002
C 0.81 4.70 -0.68 0.036
C 1.73 5.46 -1.62 0.019
H 1.40 4.47 0.23 0.012
H -0.01 5.35 -0.35 0.002
H 2.23 6.27 -1.07 0.002
H 2.52 4.82 -2.04 0.001
H 1.20 5.94 -2.46 -0.001
C 1.25 2.50 -2.52 0.021
C 1.07 3.14 -3.89 0.018
H 1.11 1.42 -2.59 -0.004
H 2.27 2.67 -2.16 0.000
H 1.72 2.65 -4.62 0.002
H 0.05 3.06 -4.27 0.000
H 1.35 4.20 -3.89 -0.002
S 1.39 1.41 2.72 -0.215
C 1.41 0.26 4.02 0.012
N 0.50 -0.71 4.25 0.005
C 1.01 -1.75 5.16 -0.001
C 2.50 -1.40 5.22 0.002
N 2.51 -0.01 4.74 -0.007
H -0.48 -0.53 4.03 -0.004
H 0.83 -2.76 4.78 -0.001
H 0.54 -1.66 6.15 0.000
H 3.09 -2.03 4.54 0.000
H 2.96 -1.49 6.21 0.000
H 3.34 0.57 4.68 0.001
```

Computed properties:
⟨S²⟩: 9.23
Net charge: +2
LUMO level (spin up / spin down): -0.348 / -0.300 Eh
Spin multiplicity: 6

***

Look up the spin multiplicity of the sixth one. 3